109
Properties=species:S:1:pos:R:3 method="wB97M-V/def2-TZVPD" lumo_energy_ev=1.77 charge=-1
C -1.6432 -1.8035 -1.6123
C -1.7716 -1.2409 -3.0422
C -2.0509 -2.3695 -4.0308
Br -2.1303 -1.5492 -5.8432
In -3.8275 -3.7209 -3.6543
C -5.3613 -2.7241 -2.3841
C -5.3339 -1.2175 -2.3657
C -5.7362 -0.6007 -3.7151
O -6.2005 -0.6868 -1.3186
H -0.6632 -1.5973 -1.1764
H -2.3885 -1.3826 -0.9316
H -1.7883 -2.8868 -1.6107
H -0.8551 -0.6986 -3.3082
H -2.5759 -0.5053 -3.0991
H -1.1531 -2.9887 -4.1022
H -3.2074 -5.1608 -2.8243
H -4.5460 -4.1414 -5.2134
H -5.2837 -3.0952 -1.3572
H -6.3294 -3.0577 -2.7790
H -4.3269 -0.8660 -2.1133
H -6.7596 -0.2303 -3.6250
H -5.6959 -1.3403 -4.5169
H -5.0991 0.2349 -4.0154
H -5.6884 -0.0070 -0.8637
C -4.0662 2.0845 2.9130
C -3.7618 0.7649 2.2153
C -2.2810 0.3799 2.2670
O -1.4328 1.1698 1.4541
C -0.9495 2.3542 2.0473
N -4.3040 0.7862 0.8573
H -3.7659 2.9321 2.2946
H -5.1368 2.1786 3.0942
H -3.5389 2.1470 3.8663
H -4.2889 -0.0315 2.7529
H -2.1733 -0.6425 1.8974
H -1.9279 0.4159 3.3066
H -0.7694 2.2103 3.1200
H -1.6368 3.1962 1.9271
H -0.0087 2.6017 1.5561
H -4.2009 -0.1426 0.4549
H -3.7178 1.3918 0.2879
C 3.6711 -3.1273 -5.5550
C 2.4322 -2.4245 -6.1003
C 2.6007 -0.9123 -6.2790
O 2.6285 -0.1685 -5.0739
C 3.8813 -0.0714 -4.4403
N 1.2731 -2.7879 -5.2935
H 3.7861 -2.9490 -4.4848
H 3.5806 -4.2041 -5.6947
H 4.5815 -2.7885 -6.0571
H 2.2456 -2.8152 -7.1083
H 1.7401 -0.5329 -6.8332
H 3.5103 -0.6976 -6.8609
H 4.6915 0.0114 -5.1755
H 4.0946 -0.9259 -3.7923
H 3.8667 0.8316 -3.8300
H 0.4230 -2.4680 -5.7511
H 1.3152 -2.2819 -4.4132
C -0.2565 3.1526 8.0327
C -1.3726 3.6593 7.1269
C -2.3667 2.5801 6.6923
O -1.8600 1.6772 5.7308
C -1.1448 0.5659 6.2331
N -0.7800 4.3735 5.9946
H 0.4838 2.5886 7.4639
H 0.2598 3.9947 8.4940
H -0.6452 2.5079 8.8227
H -1.9588 4.3934 7.6918
H -3.2180 3.0699 6.2126
H -2.7417 2.0277 7.5645
H -1.5715 0.2217 7.1812
H -0.0854 0.7858 6.3871
H -1.2304 -0.2337 5.4985
H -1.5130 4.8258 5.4554
H -0.3611 3.6955 5.3637
C 6.1071 -9.0160 -7.7537
C 5.4255 -8.7502 -6.4168
C 4.3289 -7.6838 -6.4783
O 4.8097 -6.3606 -6.6092
C 5.0463 -5.9144 -7.9266
N 6.4469 -8.4604 -5.4092
H 6.7933 -8.2072 -8.0093
H 6.6912 -9.9339 -7.6972
H 5.3782 -9.1134 -8.5601
H 4.9237 -9.6732 -6.1055
H 3.7749 -7.7003 -5.5371
H 3.6210 -7.9059 -7.2881
H 4.3237 -6.3493 -8.6255
H 6.0546 -6.1541 -8.2761
H 4.9244 -4.8315 -7.9260
H 6.0205 -8.4185 -4.4897
H 6.8084 -7.5268 -5.5819
C -0.2531 8.5710 8.4779
C 0.0631 7.3782 7.5831
C 1.5416 6.9846 7.5545
O 2.3767 7.8707 6.8299
C 2.8730 8.9740 7.5535
N -0.4901 7.6060 6.2500
H 0.0587 9.5056 8.0093
H -1.3279 8.6347 8.6445
H 0.2466 8.4901 9.4453
H -0.4564 6.5014 7.9870
H 1.6205 6.0212 7.0471
H 1.9264 6.8705 8.5784
H 3.1056 8.6945 8.5877
H 2.1731 9.8138 7.5747
H 3.7903 9.2978 7.0629
H -0.3831 6.7477 5.7191
H 0.0735 8.3034 5.7731

=====

114
Properties=species:S:1:pos:R:3 method="wB97M-V/def2-TZVPD" lumo_energy_ev=0.16
C -1.0643 0.9174 2.1990
C -1.8710 1.8504 3.0912
C -1.0673 2.1083 4.3548
C -2.1527 3.1864 2.3581
C -3.1549 4.1127 3.1309
C -4.4739 3.3543 3.2852
C -4.2832 1.9830 4.0879
C -4.0274 2.2969 5.6094
C -5.5825 1.1925 4.0534
N -3.2628 1.1686 3.4088
O -3.0495 -0.0165 3.9915
H -0.5715 0.0640 2.6958
H -1.7092 0.6170 1.3786
H -0.2786 1.5408 1.7025
H -0.6976 1.1295 4.6542
H -0.1980 2.7415 4.1566
H -1.6152 2.4830 5.1955
H -1.1719 3.6929 2.2940
H -2.5422 3.0795 1.3456
H -2.8168 4.5488 4.0681
H -3.3154 4.9975 2.4985
H -4.9659 3.2373 2.3172
H -5.1587 3.9219 3.9204
H -4.9970 2.7327 5.8692
H -3.2422 3.0238 5.8827
H -3.9443 1.4285 6.2732
H -5.5803 0.4417 4.8569
H -5.7739 0.7771 3.0600
H -6.4092 1.9204 4.0651
H -2.7742 0.1311 4.9169
C 6.9237 -1.8120 0.0719
C 5.9539 -0.6915 0.4752
C 6.6570 0.2515 1.4370
C 5.5343 0.1074 -0.8040
C 4.6052 -0.7531 -1.7125
C 3.3636 -1.2223 -0.9120
C 3.7202 -2.0251 0.3491
C 2.4642 -2.1474 1.1955
C 4.1950 -3.4222 -0.0531
N 4.7264 -1.2593 1.1476
O 5.1536 -2.0616 2.2211
H 7.0978 -2.4657 0.9243
H 6.4802 -2.4610 -0.6696
H 7.9030 -1.4684 -0.2592
H 7.5186 0.8030 1.0415
H 5.8670 0.9049 1.7957
H 7.0335 -0.2547 2.3263
H 5.0093 1.0454 -0.6225
H 6.4355 0.3914 -1.3496
H 4.2522 -0.0889 -2.5045
H 5.1282 -1.6467 -2.0578
H 2.7195 -1.8748 -1.4958
H 2.8673 -0.2887 -0.6166
H 2.7020 -2.9044 1.9360
H 1.5226 -2.3576 0.6843
H 2.3525 -1.1729 1.6795
H 3.3450 -4.0766 -0.2054
H 4.7637 -3.7732 0.8018
H 4.7595 -3.5185 -0.9802
H 4.9422 -1.6345 3.0454
N 2.3468 -1.6857 -4.4629
C 1.1607 -2.2931 -4.5969
N 1.1103 -3.0646 -5.7024
O 0.1881 -2.0185 -3.9450
H 2.4906 -1.2058 -3.5911
H 3.1798 -2.0262 -4.8963
H 1.9350 -3.4254 -6.1282
H 0.2866 -3.6029 -5.8525
N -0.2740 1.0806 -3.9236
C -0.0661 2.3914 -4.1242
N -0.0746 2.6240 -5.4481
O 0.1633 3.2112 -3.2937
H -0.2174 0.4960 -4.7287
H -0.0975 0.6678 -3.0064
H -0.0672 3.6161 -5.6098
H -0.6303 2.0390 -6.0519
N -3.6670 -1.5870 1.3578
C -4.3677 -0.9801 0.4398
N -4.3045 0.3566 0.7563
O -4.8037 -1.4626 -0.5469
H -3.4906 -2.5609 1.2532
H -3.3912 -1.0744 2.1922
H -4.5843 0.9104 -0.0151
H -4.0222 0.7505 1.6608
C -2.9973 -2.5197 -3.7792
O -3.9544 -3.1146 -2.9470
H -3.0444 -1.4204 -3.6776
H -1.9538 -2.7589 -3.5375
H -3.1044 -2.8463 -4.8203
H -3.8581 -4.0726 -2.9966
C 2.1308 2.3249 -0.5846
O 1.6071 3.5595 -0.9427
H 2.8656 1.9286 -1.2759
H 2.6123 2.4077 0.3901
H 1.3278 1.5888 -0.4999
H 1.0289 3.3908 -1.7206
C -1.1130 -0.8000 -0.9285
O 0.1162 -0.6456 -1.5396
H -1.0004 -1.1394 0.0924
H -1.6687 0.1343 -0.9185
H -1.7865 -1.5272 -1.4147
H 0.1644 -1.2864 -2.2704
C -0.2166 -4.4441 -1.2872
O -1.2998 -5.2953 -1.0507
H 0.2609 -4.7129 -2.2239
H -0.4863 -3.3832 -1.2838
H 0.5630 -4.5335 -0.5319
H -1.3011 -5.3564 -0.0849
C -2.6168 3.3815 -1.6612
O -3.7024 3.7983 -0.8687
H -1.8666 4.1462 -1.8164
H -2.2005 2.4660 -1.2514
H -2.9948 3.0886 -2.6392
H -4.5598 3.6989 -1.2765